Entry 1:
DFT (wB97M-V/def2-TZVPD) results for C23H27N3O5S in the gas phase.

Last column: natural (NBO) charge in e.
Element x y z (Å)
C: 6.30223 -1.39937 -0.71386  -0.639
C: 6.40275 -0.31360 -1.78090  -0.065
O: 5.74495 0.88117 -1.40318  -0.483
C: 4.40247 0.96911 -1.46580  0.402
C: 3.55036 0.00583 -1.97386  -0.389
C: 2.17366 0.22979 -2.00496  0.277
N: 1.30833 -0.70413 -2.51705  -0.575
C: -0.03975 -0.53880 -2.58336  0.287
S: -0.94717 -1.72370 -3.28016  -0.207
N: -0.55969 0.61856 -2.07735  -0.443
C: -2.00874 0.78635 -2.09800  -0.257
C: -2.66431 0.00119 -0.99161  -0.039
C: -3.58179 -1.00209 -1.27112  -0.201
C: -4.16287 -1.72032 -0.24335  -0.120
C: -3.84868 -1.43743 1.08130  -0.153
C: -4.49378 -2.24537 2.15852  0.662
O: -4.74379 -3.42751 2.03620  -0.618
N: -4.82686 -1.53486 3.26499  -0.604
C: -5.30245 -2.16833 4.46810  -0.243
C: -4.47102 -1.75312 5.67984  -0.065
O: -3.12197 -2.07288 5.43997  -0.538
C: -2.28658 -1.80515 6.53374  -0.243
C: -2.91615 -0.44307 1.36101  -0.209
C: -2.32891 0.26705 0.33134  -0.168
C: 0.20415 1.65023 -1.52831  0.682
O: -0.32822 2.65623 -1.10390  -0.605
C: 1.64426 1.42070 -1.51309  -0.238
C: 2.50406 2.39847 -0.99809  -0.226
C: 3.86518 2.19538 -0.97135  0.233
O: 4.78297 3.07311 -0.50533  -0.488
C: 4.33823 4.32804 -0.02401  -0.063
C: 5.56721 5.11791 0.39651  -0.617
H: 6.71022 -1.03012 0.22330  0.220
H: 5.26845 -1.69070 -0.54557  0.211
H: 6.86875 -2.27225 -1.02585  0.219
H: 6.02880 -0.67381 -2.74696  0.171
H: 7.44671 -0.01470 -1.90669  0.200
H: 3.92656 -0.92745 -2.36110  0.220
H: 1.66204 -1.57213 -2.89745  0.430
H: -2.38087 0.45986 -3.07140  0.238
H: -2.19401 1.85578 -1.96371  0.255
H: -3.83076 -1.23020 -2.29627  0.222
H: -4.86563 -2.51252 -0.45148  0.224
H: -4.57529 -0.56113 3.32053  0.393
H: -6.35278 -1.91160 4.65230  0.192
H: -5.21831 -3.24513 4.30175  0.243
H: -4.84039 -2.27874 6.57396  0.173
H: -4.57431 -0.66822 5.85795  0.153
H: -2.30154 -0.73916 6.79737  0.162
H: -1.28072 -2.09082 6.23365  0.197
H: -2.58432 -2.38688 7.41513  0.165
H: -2.62043 -0.24292 2.38133  0.209
H: -1.60805 1.04093 0.55229  0.214
H: 2.05063 3.30414 -0.63047  0.248
H: 3.66425 4.18507 0.83165  0.173
H: 3.79293 4.86150 -0.81436  0.175
H: 6.23016 5.25123 -0.45365  0.215
H: 6.10512 4.58091 1.17263  0.215
H: 5.26935 6.09146 0.77478  0.214

Summary:
- Structure (SMILES): CCOc1cc2[nH]c(=S)n(Cc3ccc(C(=O)NCCOC)cc3)c(=O)c2cc1OCC
- Energy: -1831.340496 Ha
- 2S+1: 1
- Relative energy (zero: lowest compared OMol25 entry of this formula, charge and spin): 1.954 eV



Entry 2:
DFT (wB97M-V/def2-TZVPD) results for a molecular structure, C31H39N4NiO2Si2Te.

Last column: Löwdin spin population.
Element x y z (Å)
Ni: -1.47189 0.14180 -0.94245  0.929
C: 6.42928 2.98853 5.36803  0.003
O: 6.77810 3.94778 4.37765  0.057
C: 5.82743 4.36910 3.52915  0.091
C: 4.49601 3.93579 3.55993  0.002
C: 3.59436 4.42736 2.63977  0.091
C: 4.00325 5.35816 1.67325  0.023
C: 5.33506 5.81950 1.67968  0.069
C: 6.23696 5.31867 2.58007  -0.013
N: 3.16263 5.94245 0.75924  0.332
N: 2.00364 5.48280 0.49555  0.087
C: 1.70459 4.25201 0.15973  0.100
C: 2.68302 3.23080 -0.13575  0.001
C: 2.33332 1.99202 -0.53311  0.037
C: 0.94015 1.63293 -0.69068  0.021
O: 0.57324 0.52459 -1.10329  0.070
C: -0.07864 2.65919 -0.38613  0.020
N: -1.35500 2.25962 -0.53573  0.023
C: -2.30740 3.15512 -0.35939  0.009
C: -2.03676 4.48722 -0.02751  -0.001
C: -0.73491 4.88868 0.15110  0.009
C: 0.28994 3.94776 -0.02542  0.003
H: 7.34504 2.77979 5.91130  0.000
H: 6.05983 2.07115 4.90609  0.001
H: 5.68138 3.39267 6.05259  0.001
H: 4.16165 3.23244 4.30726  -0.002
H: 2.56214 4.10628 2.68269  0.003
H: 5.62399 6.56627 0.95378  0.002
H: 7.26640 5.64735 2.59086  -0.002
H: 3.72866 3.49511 -0.05692  -0.002
H: 3.06990 1.23847 -0.77420  0.002
H: -3.32594 2.80976 -0.48329  0.001
H: -2.85435 5.18454 0.08546  0.000
H: -0.48733 5.90760 0.41357  0.002
N: -3.39914 0.11724 -1.15268  0.015
C: -4.54104 0.09846 -1.27982  -0.003
C: -5.96402 0.06197 -1.44663  -0.001
C: -6.78683 0.65840 -0.49317  -0.001
C: -8.15890 0.61289 -0.66512  0.000
C: -8.69808 -0.02095 -1.77683  -0.001
C: -7.87253 -0.61335 -2.72315  0.000
C: -6.49859 -0.57637 -2.56465  -0.001
H: -6.35390 1.14276 0.37123  0.000
H: -8.80769 1.07041 0.06821  0.000
H: -9.77122 -0.05339 -1.90692  0.000
H: -8.29923 -1.10474 -3.58576  0.000
H: -5.84255 -1.03620 -3.28931  0.000
C: 3.02056 -1.77539 1.27101  0.000
Si: 2.51443 -3.22111 0.19146  0.001
C: 3.95109 -3.75492 -0.87589  0.000
C: 1.92656 -4.64735 1.24594  0.001
C: 1.12564 -2.65223 -0.94036  0.001
Te: -0.65668 -2.11412 0.10929  0.019
C: -1.67464 -3.96774 -0.18383  0.002
Si: -2.28401 -4.47312 -1.89430  0.000
C: -2.76594 -6.27307 -1.75860  0.000
C: -3.77102 -3.44431 -2.36872  0.000
C: -0.97862 -4.24784 -3.21216  0.000
H: 3.61548 -2.11644 2.11963  0.000
H: 2.14973 -1.24996 1.67002  0.000
H: 3.62530 -1.06134 0.70891  0.000
H: 4.82323 -4.00001 -0.26777  0.000
H: 4.24211 -2.96490 -1.57030  0.000
H: 3.69929 -4.63944 -1.46323  0.000
H: 2.71480 -4.96364 1.93088  0.000
H: 1.65576 -5.51182 0.63689  0.000
H: 1.06048 -4.36880 1.85035  0.001
H: 0.83068 -3.41884 -1.65544  0.000
H: 1.41775 -1.76803 -1.50809  0.000
H: -2.52060 -3.94687 0.50754  0.000
H: -0.98679 -4.71911 0.21026  0.001
H: -3.49196 -6.42322 -0.95741  0.000
H: -1.89992 -6.90130 -1.54447  0.000
H: -3.21576 -6.63323 -2.68512  0.000
H: -4.54032 -3.43917 -1.59464  0.000
H: -4.21667 -3.83742 -3.28452  0.000
H: -3.46221 -2.41635 -2.55663  0.000
H: -0.10966 -4.89041 -3.06459  0.000
H: -0.63742 -3.21142 -3.25848  0.000
H: -1.40472 -4.49751 -4.18593  0.000

Summary:
- Energy: -3929.305454 Ha
- Charge: +1
- 2S+1: 3



Entry 3:
DFT (wB97M-V/def2-TZVPD) results for C3H4P2 in the gas phase at a distorted geometry.

Last column: natural (NBO) charge in e.
Element x y z (Å)
C: -1.68013 -0.64771 1.07519  -0.731
P: -1.47968 -0.39090 -0.61889  0.705
C: 0.20736 0.18276 -0.40005  -0.710
P: 1.51941 0.12085 0.71963  0.584
C: 1.52006 0.61472 -1.06893  -0.654
H: -1.00735 -0.48631 1.88398  0.201
H: -2.64193 -1.01012 1.63068  0.218
H: 1.93365 0.01791 -1.85182  0.194
H: 1.62861 1.59880 -1.36979  0.193

Summary:
- Structure (SMILES): C=PC1=PC1
- Energy: -799.275423 Ha
- 2S+1: 1
- Relative energy (zero: lowest compared OMol25 entry of this formula, charge and spin): 1.833 eV



Entry 4:
DFT (wB97M-V/def2-TZVPD) results for a molecular structure, C9H9GaN11O3.

Last column: natural (NBO) charge in e.
Element x y z (Å)
Ga: 0.95740 1.46025 0.13526  1.856
O: -0.96816 1.98976 -0.26699  -0.546
N: -1.77475 1.06109 -0.59061  0.176
N: -1.18079 -0.03968 -0.82636  0.144
O: 0.12045 -0.16102 -0.75016  -0.619
C: -1.94404 -1.18870 -1.21104  0.184
C: -3.33197 -1.14253 -1.25557  -0.239
C: -4.02596 -2.27521 -1.64018  -0.206
C: -3.34735 -3.44238 -1.97460  -0.220
C: -1.96252 -3.46967 -1.91812  -0.201
C: -1.25085 -2.34139 -1.53449  -0.237
H: -3.84805 -0.23236 -0.98629  0.241
H: -5.10775 -2.24868 -1.67588  0.211
H: -3.89829 -4.32549 -2.27226  0.209
H: -1.42660 -4.37521 -2.17250  0.214
H: -0.17254 -2.34124 -1.48064  0.258
N: 3.03923 -0.18528 2.11202  -0.593
C: 3.40970 -0.03089 0.79357  0.467
N: 4.54592 -0.47692 0.30104  -0.391
N: 4.50376 -0.12488 -1.00643  -0.100
N: 3.41433 0.49327 -1.28260  -0.092
N: 2.67959 0.57131 -0.14434  -0.554
C: 1.81872 0.16190 2.64347  0.471
N: 1.45285 -0.09446 3.88179  -0.389
N: 0.19086 0.39141 3.96492  -0.097
N: -0.16864 0.93382 2.85949  -0.101
N: 0.85423 0.79454 1.97614  -0.566
H: 3.67677 -0.68489 2.70543  0.423
C: 0.71757 4.29327 0.33069  -0.224
O: 1.52676 3.17721 0.08557  -0.938
H: 1.36040 5.15158 0.55040  0.155
H: 0.04352 4.15054 1.18583  0.156
H: 0.09617 4.55096 -0.53656  0.149

Summary:
- Energy: -3101.231840 Ha
- Charge: -1
- 2S+1: 1
- Relative energy (zero: lowest compared OMol25 entry of this formula, charge and spin): 0.000 eV



Entry 5:
DFT (wB97M-V/def2-TZVPD) results for a molecular structure, C3H4O5Tl at a distorted geometry.

Last column: Löwdin spin population.
Element x y z (Å)
C: -2.69527 0.55880 0.56114  0.132
C: -2.31630 0.09499 -0.72884  0.402
O: -1.13088 -0.32908 -1.17082  0.155
C: 0.05959 -0.55504 -0.52392  0.007
O: 1.03034 -0.64779 -1.24357  0.024
O: 0.11308 -0.43320 0.74905  0.002
O: -1.95002 0.65292 1.55274  0.261
H: -3.75529 0.84530 0.63890  0.002
H: -3.08007 0.01214 -1.50096  0.017
H: -0.62777 0.17498 1.17367  -0.003
O: 4.91228 0.08016 0.56401  0.000
H: 5.77220 -0.04793 0.95809  0.000
Tl: 3.66810 -0.40625 -1.02949  0.000

Summary:
- Energy: -665.320670 Ha
- 2S+1: 2
- Relative energy (zero: lowest compared OMol25 entry of this formula, charge and spin): 1.086 eV



- Which value of energy does entry 1 give?
  -1831.340496 Ha



- 2S+1 of number 2 (C31H39N4NiO2Si2Te)?
  3